[1]
Here is 6 unconnected molecules or ions with the total composition C11H35NO8 at a distorted geometry from the Open Molecules 2025 dataset. Energies are from ωB97M-V/def2-TZVPD.

Output
Molar mass: 309.40 g/mol
Structure (SMILES): COC[C@H](C)N.OCCO.OCCO.CO.CO.CO
Kohn-Sham gap: 9.44 eV
Charge: 0
ΔE to the lowest compared entry with this formula, charge and spin: 0.0 kJ/mol
HOMO level: -0.3282 hartree

CARTESIAN COORDINATES (ANGSTROEM)
C 2.57 -1.98 0.46
O 3.37 -2.01 -0.72
C 2.78 -1.84 -2.00
C 3.71 -1.00 -2.96
C 3.04 -0.55 -4.25
N 4.89 -1.83 -3.30
H 2.07 -1.01 0.52
H 3.24 -1.94 1.32
H 1.87 -2.79 0.63
H 2.54 -2.86 -2.31
H 1.92 -1.18 -1.92
H 3.96 -0.08 -2.45
H 3.66 0.06 -4.90
H 2.03 -0.17 -4.11
H 2.90 -1.46 -4.83
H 5.52 -1.35 -3.92
H 4.62 -2.68 -3.77
O -0.38 5.43 -0.06
C -0.77 4.55 -1.11
C -0.47 3.11 -0.74
O -0.62 2.24 -1.85
H 0.55 5.36 0.15
H -1.69 4.70 -1.66
H -0.04 4.74 -1.90
H -1.18 2.81 0.03
H 0.48 2.95 -0.24
H -0.43 1.37 -1.48
O 0.42 0.56 4.89
C -0.11 1.87 4.91
C -0.18 2.12 3.42
O -1.22 1.34 2.82
H -0.05 -0.02 4.28
H -1.08 2.03 5.40
H 0.49 2.68 5.33
H 0.79 1.95 2.94
H -0.44 3.16 3.26
H -2.07 1.79 2.79
C -0.50 -0.90 0.87
O -0.48 -0.14 -0.33
H -1.51 -1.01 1.27
H -0.05 -1.89 0.90
H -0.04 -0.29 1.65
H -1.28 -0.21 -0.85
C -4.49 -2.04 2.43
O -4.15 -0.80 2.99
H -4.80 -2.78 3.17
H -5.28 -1.89 1.69
H -3.69 -2.50 1.86
H -4.91 -0.58 3.54
C -2.34 -2.76 -1.80
O -3.10 -1.61 -1.95
H -2.60 -3.16 -0.82
H -2.65 -3.38 -2.64
H -1.28 -2.50 -1.88
H -3.55 -1.63 -2.80

---

[2]
Here is a molecular structure, C29H19ClN8O6PdS at a distorted geometry from the Open Molecules 2025 dataset. Energies are from ωB97M-V/def2-TZVPD.

Output
Spin multiplicity: 5
Molar mass: 749.46 g/mol
Kohn-Sham gap (spin up / spin down): 8.07 / 5.02 eV
Charge: +2
<S²>: 6.021
ΔE to the lowest compared entry with this formula, charge and spin: 310.8 kJ/mol
HOMO level (spin up / spin down): -0.5233 / -0.5185 hartree

CARTESIAN COORDINATES (ANGSTROEM)
Pd -0.43 -0.17 -0.30
O -1.47 3.94 -0.33
C -1.33 2.74 -0.48
O -0.37 2.03 -0.02
C -2.42 1.96 -1.22
C -3.34 2.63 -2.01
C -4.34 1.88 -2.62
C -4.39 0.51 -2.39
C -3.44 -0.07 -1.58
N -2.46 0.65 -1.03
H -3.26 3.70 -2.11
H -5.06 2.36 -3.27
H -5.18 -0.10 -2.82
H -3.45 -1.13 -1.36
S 3.21 -6.33 -2.73
N 2.13 -5.42 -3.49
C 1.59 -4.62 -2.59
C 0.61 -3.59 -2.84
C 0.11 -3.31 -4.11
C -0.75 -2.25 -4.26
C -1.08 -1.48 -3.15
N -0.64 -1.77 -1.94
C 0.20 -2.80 -1.75
C 0.70 -3.04 -0.42
N 0.24 -2.25 0.57
C 0.69 -2.42 1.80
C 1.66 -3.37 2.13
C 2.15 -4.18 1.13
C 1.66 -4.03 -0.16
C 2.12 -4.82 -1.28
N 3.04 -5.76 -1.24
H 0.43 -3.92 -4.95
H -1.16 -1.99 -5.23
H -1.71 -0.61 -3.26
H 0.26 -1.81 2.58
H 2.01 -3.45 3.15
H 2.91 -4.93 1.33
O 1.89 0.07 -0.02
Cl 2.13 0.16 -1.47
O 3.14 1.10 -1.73
O 2.44 -1.15 -1.95
O 0.86 0.58 -2.06
C -2.22 0.97 3.79
C -2.11 0.40 2.53
N -0.94 0.31 1.91
C 0.16 0.78 2.48
C 0.14 1.40 3.73
C -1.09 1.49 4.39
C 1.40 1.92 4.28
C 2.16 2.82 3.65
C 1.78 3.47 2.39
C 2.74 4.07 1.57
C 2.25 4.69 0.44
N 0.96 4.72 0.19
C 0.06 4.14 0.95
N 0.50 3.52 2.04
H -3.19 1.04 4.27
H -2.98 0.00 2.02
H 1.08 0.72 1.93
H -1.15 1.97 5.36
H 1.73 1.50 5.23
H 3.12 3.11 4.06
H 3.79 4.05 1.81
H 2.90 5.18 -0.28
H -1.00 4.18 0.71

---

[3]
Here is a molecular structure, C24H56Cl2N8O8Sn at a distorted geometry from the Open Molecules 2025 dataset. Energies are from ωB97M-V/def2-TZVPD.

Output
Molar mass: 774.38 g/mol
Kohn-Sham gap: 5.59 eV
Charge: 0
HOMO level: -0.3192 hartree

CARTESIAN COORDINATES (ANGSTROEM)
Sn -24.07 -27.79 -6.54
Cl -26.23 -30.25 -8.42
Cl -25.02 -25.52 -9.13
C -28.83 -27.21 -9.48
C -29.37 -28.17 -10.53
O -30.15 -27.84 -11.37
N -28.77 -29.41 -10.48
C -29.15 -30.54 -11.31
H -28.14 -27.54 -8.71
H -29.52 -26.56 -8.94
H -28.42 -26.44 -10.14
H -28.29 -29.66 -9.63
H -29.41 -30.19 -12.31
H -29.93 -31.14 -10.82
H -28.37 -31.29 -11.40
C -24.77 -21.22 -9.23
C -26.15 -21.18 -9.78
O -26.43 -20.48 -10.75
N -27.01 -21.91 -9.15
C -28.51 -21.84 -9.48
H -24.10 -22.01 -9.58
H -24.81 -21.33 -8.15
H -24.25 -20.27 -9.37
H -26.71 -22.77 -8.71
H -28.75 -22.83 -9.87
H -28.79 -20.99 -10.11
H -29.17 -21.65 -8.64
C -28.13 -24.52 -6.19
C -27.90 -26.03 -5.96
O -26.78 -26.41 -5.74
N -28.86 -26.96 -6.10
C -28.59 -28.36 -5.95
H -27.94 -24.13 -5.19
H -29.14 -24.30 -6.53
H -27.28 -24.31 -6.84
H -29.77 -26.54 -6.21
H -28.45 -28.57 -4.89
H -27.64 -28.54 -6.45
H -29.18 -28.98 -6.63
C -25.55 -31.58 -12.30
C -25.45 -30.11 -12.79
O -24.91 -29.82 -13.84
N -25.92 -29.20 -11.91
C -25.77 -27.75 -12.19
H -24.74 -32.23 -12.65
H -26.52 -32.02 -12.51
H -25.39 -31.50 -11.22
H -26.31 -29.49 -11.03
H -26.01 -27.17 -11.29
H -26.40 -27.44 -13.02
H -24.75 -27.44 -12.42
C -24.35 -23.26 -5.30
C -23.83 -24.30 -4.36
O -23.31 -25.27 -4.77
N -24.01 -23.97 -3.11
C -23.41 -24.73 -1.99
H -25.25 -22.84 -4.87
H -24.77 -23.73 -6.18
H -23.65 -22.46 -5.56
H -24.51 -23.13 -2.85
H -22.35 -24.98 -2.04
H -24.07 -25.59 -1.93
H -23.54 -24.04 -1.15
C -22.97 -24.08 -12.39
C -24.29 -23.64 -13.12
O -24.27 -23.27 -14.27
N -25.34 -23.72 -12.29
C -26.66 -23.24 -12.60
H -23.04 -24.80 -11.57
H -22.41 -23.26 -11.95
H -22.24 -24.39 -13.15
H -25.24 -23.98 -11.32
H -27.39 -23.05 -11.81
H -27.15 -23.81 -13.38
H -26.64 -22.32 -13.19
C -17.56 -22.95 -10.20
C -19.02 -23.38 -10.19
O -19.67 -22.91 -11.05
N -19.54 -24.08 -9.23
C -21.00 -24.30 -8.90
H -17.25 -22.59 -11.18
H -16.75 -23.57 -9.82
H -17.49 -22.03 -9.62
H -18.83 -24.54 -8.68
H -21.33 -23.97 -7.91
H -21.10 -25.38 -9.01
H -21.57 -23.78 -9.67
C -20.66 -29.65 -10.18
C -21.77 -28.55 -9.99
O -22.16 -28.19 -8.87
N -22.18 -27.86 -11.06
C -21.70 -27.96 -12.43
H -19.74 -29.38 -10.69
H -20.97 -30.45 -10.84
H -20.41 -30.12 -9.23
H -22.89 -27.19 -10.85
H -20.61 -27.91 -12.42
H -21.90 -27.03 -12.98
H -22.06 -28.86 -12.91

---

[4]
Here is 2 unconnected molecules or ions with the total composition C9H12N2O2S at a distorted geometry from the Open Molecules 2025 dataset. Energies are from ωB97M-V/def2-TZVPD.

Output
Molar mass: 212.27 g/mol
Kohn-Sham gap: 9.41 eV
Charge: 0
ΔE to the lowest compared entry with this formula, charge and spin: 206.6 kJ/mol
HOMO level: -0.3219 hartree

CARTESIAN COORDINATES (ANGSTROEM)
C -0.03 -2.90 0.70
C 0.42 -2.68 -0.56
C -0.74 -2.02 1.44
C 0.21 -1.37 -1.14
C -1.03 -0.81 0.88
C -0.56 -0.51 -0.40
C -1.84 0.39 1.32
C -1.80 1.26 0.13
C -2.46 2.52 -0.03
N -1.00 0.74 -0.79
N 3.42 0.26 -1.17
O 2.52 2.50 -0.78
O 3.55 1.36 1.11
S 2.59 1.07 0.11
H 0.04 -3.92 1.02
H 0.92 -3.45 -1.24
H -1.29 -2.39 2.35
H 0.41 -1.22 -2.31
H -2.90 0.23 1.62
H -1.28 0.93 1.97
H 2.38 2.20 -1.71
H -3.66 2.34 -0.03
H -2.25 3.08 -0.91
H -2.41 3.11 0.84
H 2.68 -0.21 -1.65
H 4.09 -0.48 -0.78

---

[5]
Here is 2 unconnected molecules or ions with the total composition C3H4O2 at a distorted geometry from the Open Molecules 2025 dataset. Energies are from ωB97M-V/def2-TZVPD.

Output
Spin multiplicity: 3
Molar mass: 72.06 g/mol
Kohn-Sham gap (spin up / spin down): 7.29 / 10.28 eV
Charge: 0
<S²>: 2.006
ΔE to the lowest compared entry with this formula, charge and spin: 30.0 kJ/mol
HOMO level (spin up / spin down): -0.2265 / -0.4627 hartree

CARTESIAN COORDINATES (ANGSTROEM)
C -4.47 0.69 -0.82
C -0.98 0.49 0.60
C -0.63 -0.27 -0.67
O -1.59 0.00 1.53
O -4.70 -0.39 -0.65
H -0.48 1.51 0.69
H -0.90 -1.27 -0.63
H 0.44 -0.50 -0.73
H -0.86 0.30 -1.53

---

[6]
Here is a molecular structure, C28H36GeIrN6O2S6 at a distorted geometry from the Open Molecules 2025 dataset. Energies are from ωB97M-V/def2-TZVPD.

Output
Spin multiplicity: 2
Molar mass: 945.87 g/mol
Kohn-Sham gap (spin up / spin down): 4.39 / 3.70 eV
Charge: +2
<S²>: 0.778
ΔE to the lowest compared entry with this formula, charge and spin: 590.8 kJ/mol
HOMO level (spin up / spin down): -0.4222 / -0.4220 hartree

CARTESIAN COORDINATES (ANGSTROEM)
Ir -1.09 -1.13 -0.54
C 0.35 -5.31 0.63
C -0.27 -3.96 0.56
N -1.07 -3.52 -0.36
N -1.69 -4.26 -1.29
C -2.84 -3.76 -1.80
N -3.65 -4.56 -2.50
S -3.25 -2.13 -1.60
C -0.06 -2.96 1.60
C 0.92 -3.10 2.64
C 1.14 -2.10 3.50
C 0.44 -0.79 3.40
C -0.71 -0.79 2.37
N -0.87 -1.94 1.53
H 0.13 -5.92 -0.23
H 0.03 -5.83 1.54
H 1.43 -5.20 0.68
H -1.49 -5.26 -1.37
H -3.48 -5.54 -2.61
H -4.52 -4.19 -2.85
H 1.46 -4.03 2.73
H 1.87 -2.18 4.29
H 0.11 -0.48 4.39
H -1.69 -0.56 2.82
O 5.79 -1.19 0.81
C 5.35 -1.39 -0.50
C 3.88 -1.15 -0.59
C 3.15 -1.57 -1.71
C 1.78 -1.36 -1.74
N 1.09 -0.80 -0.75
C 1.78 -0.35 0.35
C 3.19 -0.51 0.42
C 1.05 0.20 1.39
C 1.41 0.30 2.83
C 0.96 1.67 3.31
C 1.71 2.21 4.50
O 1.88 1.13 5.40
C -0.08 2.25 2.73
C -0.89 1.59 1.65
N -0.37 0.24 1.35
H 6.75 -1.29 0.86
H 5.57 -2.41 -0.85
H 5.85 -0.70 -1.20
H 3.63 -2.04 -2.55
H 1.21 -1.69 -2.59
H 3.74 -0.14 1.26
H 2.44 0.11 3.09
H 1.15 3.03 4.96
H 2.69 2.60 4.18
H 2.31 1.45 6.20
H -0.43 3.23 3.03
H -1.91 1.46 2.04
C -1.82 4.58 -1.59
Ge -1.63 4.27 0.35
C -0.23 5.45 1.11
C -3.37 4.41 1.30
C -0.99 2.34 0.34
H -2.11 5.60 -1.79
H -2.57 3.92 -2.02
H -0.87 4.40 -2.09
H -0.14 6.33 0.48
H 0.74 4.96 1.13
H -0.48 5.78 2.11
H -3.73 5.44 1.21
H -3.27 4.18 2.36
H -4.11 3.76 0.86
H -0.02 2.33 -0.16
H -1.70 1.80 -0.29
C -1.52 2.91 -5.04
S -2.72 1.66 -5.58
C -2.02 0.13 -5.15
C -1.43 -0.26 -3.96
S -1.28 0.64 -2.54
S -0.90 -1.94 -3.95
C -1.68 -2.45 -5.42
S -1.77 -4.02 -5.86
S -2.33 -1.11 -6.34
H -2.06 3.85 -5.07
H -0.71 2.93 -5.76
H -1.17 2.71 -4.04